Entry 1:
# C9H11NS

The molecule C9H11NS (the ωB97M-V functional and the def2-TZVPD basis, the Open Molecules 2025 dataset).

Structure (XYZ):
```
22
C9H11NS the ωB97M-V functional and the def2-TZVPD basis
C 3.44 0.79 -0.15
C 2.14 1.16 -0.03
C 1.24 0.04 0.04
C -0.23 0.19 0.17
C -1.04 0.76 -1.02
N -2.07 -0.23 -1.35
C -2.39 -0.92 -0.09
C -1.13 -0.85 0.79
C -0.87 0.45 1.51
C 1.91 -1.14 -0.07
S 3.60 -0.92 -0.22
H 4.31 1.42 -0.25
H 1.81 2.19 0.05
H -1.55 1.69 -0.73
H -0.42 0.96 -1.90
H -1.65 -0.92 -1.96
H -3.22 -0.41 0.41
H -2.70 -1.95 -0.31
H -0.71 -1.75 1.21
H -1.68 1.18 1.53
H -0.25 0.40 2.41
H 1.48 -2.13 -0.05
```

- Relative energy (zero: lowest compared OMol25 entry of this formula, charge and spin): 0.000 eV
- LUMO energy: 0.83 eV
- Total energy: -21835.6485 eV
- Charge: 0
- M: 165.26 g mol⁻¹

---

Entry 2:
# C5H11F

The molecule C5H11F in a non-equilibrium geometry (the ωB97M-V functional and the def2-TZVPD basis, the Open Molecules 2025 dataset).

Structure (XYZ):
```
17
C5H11F the ωB97M-V functional and the def2-TZVPD basis
C -1.65 1.06 0.36
C -0.41 0.86 -0.39
C 0.55 -0.10 0.22
C 1.81 -0.33 -0.53
C -0.16 -1.41 0.34
F 0.94 0.37 1.46
H -2.16 1.87 -0.14
H -1.44 1.55 1.28
H -2.26 0.09 0.51
H 0.16 1.81 -0.44
H -0.65 0.58 -1.47
H 1.52 -0.94 -1.46
H 2.29 0.58 -0.98
H 2.49 -0.85 0.14
H -0.60 -1.58 -0.69
H -0.95 -1.33 1.07
H 0.53 -2.21 0.70
```

- Relative energy (zero: lowest compared OMol25 entry of this formula, charge and spin): 0.421 eV
- LUMO energy: 1.03 eV
- Total energy: -8080.5923 eV
- Charge: 0
- M: 90.14 g mol⁻¹

---

Entry 3:
# C5H13NO

A cluster of 2 separate species, C5H13NO in total in a non-equilibrium geometry (the ωB97M-V functional and the def2-TZVPD basis, the Open Molecules 2025 dataset).

Structure (XYZ):
```
20
C5H13NO the ωB97M-V functional and the def2-TZVPD basis
C 1.83 0.55 1.41
C 1.71 -0.20 0.14
C 0.73 -1.39 0.17
C -0.74 -0.97 0.32
C -1.64 -0.86 -1.83
N -1.25 -0.16 -0.75
H 2.54 1.36 1.40
H 0.87 1.08 1.67
H 2.15 -0.05 2.18
H 1.32 0.46 -0.67
H 2.70 -0.51 -0.21
H 0.84 -1.99 -0.82
H 0.98 -2.07 0.90
H -0.85 -0.40 1.23
H -1.35 -1.88 0.41
H -2.07 -0.33 -2.74
H -1.55 -1.94 -1.86
H -0.94 1.64 -0.08
H -1.37 3.04 -0.12
O -0.73 2.49 0.34
```

- Multiplicity: 2
- Relative energy (zero: lowest compared OMol25 entry of this formula, charge and spin): 0.992 eV
- Expectation value of S²: 0.75
- LUMO energy (alpha / beta): 4.09 / 4.06 eV
- Total energy: -8931.7684 eV
- Charge: -1
- M: 103.16 g mol⁻¹

---

Entry 4:
# C3H3BrFNO

A structure of composition C3H3BrFNO in a non-equilibrium geometry (the ωB97M-V functional and the def2-TZVPD basis, the Open Molecules 2025 dataset).

Structure (XYZ):
```
10
C3H3BrFNO the ωB97M-V functional and the def2-TZVPD basis
C -0.35 -0.11 -1.17
C 0.53 0.34 0.62
C -0.61 -0.60 0.30
N 0.74 0.59 -0.78
O -0.91 -0.22 -2.17
F -1.92 0.14 1.08
Br -0.46 -2.34 0.83
H 0.41 1.22 1.25
H 1.38 -0.34 1.16
H 1.18 1.32 -1.13
```

- Relative energy (zero: lowest compared OMol25 entry of this formula, charge and spin): 1.120 eV
- LUMO energy: 0.17 eV
- Total energy: -79454.7637 eV
- Charge: 0
- M: 167.97 g mol⁻¹

---

Entry 5:
# C4H16FO4Pd

A structure of composition C4H16FO4Pd in a non-equilibrium geometry (the ωB97M-V functional and the def2-TZVPD basis, the Open Molecules 2025 dataset).

Structure (XYZ):
```
26
C4H16FO4Pd the ωB97M-V functional and the def2-TZVPD basis
Pd 1.19 -1.72 0.99
F 0.02 -0.20 0.20
C -1.43 2.58 1.90
O -1.95 1.63 1.00
H -2.22 3.22 2.29
H -1.02 2.07 2.79
H -0.61 3.15 1.44
H -1.22 1.05 0.74
C -3.52 -0.57 -0.98
O -2.33 -0.92 -1.70
H -4.34 -1.26 -1.12
H -3.37 -0.37 0.09
H -3.76 0.45 -1.32
H -1.59 -0.80 -1.10
C 2.97 1.12 1.27
O 2.90 -0.32 1.07
H 3.08 1.31 2.33
H 3.82 1.52 0.72
H 2.05 1.59 0.91
H 3.77 -0.55 0.72
C 1.05 -1.92 -2.23
O 1.61 -2.58 -1.08
H 1.70 -1.13 -2.61
H 0.87 -2.63 -3.03
H 0.11 -1.44 -1.96
H 2.21 -3.29 -1.33
```

- Multiplicity: 3
- Relative energy (zero: lowest compared OMol25 entry of this formula, charge and spin): 0.000 eV
- Expectation value of S²: 2.00
- LUMO energy (alpha / beta): -5.66 / -7.98 eV
- Total energy: -18783.2990 eV
- Charge: +1
- M: 253.59 g mol⁻¹

---

Entry 6:
# C5H10NO2

The ion C5H10NO2 with charge -1 (the ωB97M-V functional and the def2-TZVPD basis, the Open Molecules 2025 dataset).

Structure (XYZ):
```
18
C5H10NO2 the ωB97M-V functional and the def2-TZVPD basis
C -2.62 -0.92 0.46
C -1.39 -0.02 0.64
O -1.39 0.72 1.66
N -0.49 -0.14 -0.31
C 0.72 0.65 -0.24
C 1.46 0.56 1.11
C 1.62 0.09 -1.35
O 0.88 -0.21 -2.51
H -3.53 -0.35 0.59
H -2.65 -1.71 1.21
H -2.66 -1.30 -0.57
H 0.55 1.71 -0.47
H 2.53 0.31 1.04
H 1.00 -0.24 1.70
H 1.31 1.42 1.73
H 2.41 0.82 -1.60
H 2.17 -0.79 -0.97
H 0.08 -0.61 -2.11
```

- Relative energy (zero: lowest compared OMol25 entry of this formula, charge and spin): 0.969 eV
- LUMO energy: 4.19 eV
- Total energy: -10933.2961 eV
- Charge: -1
- M: 116.14 g mol⁻¹

---

Entry 7:
# C22H32N2O3

The molecule C22H32N2O3 (the ωB97M-V functional and the def2-TZVPD basis, the Open Molecules 2025 dataset).

Structure (XYZ):
```
59
C22H32N2O3 the ωB97M-V functional and the def2-TZVPD basis
C 0.80 2.90 1.15
N 0.98 1.58 1.73
C 1.53 1.53 3.07
C 3.01 1.90 3.17
C 3.98 0.79 2.74
C 3.98 0.54 1.23
C 5.06 -0.48 0.87
O 6.34 -0.09 1.29
C 6.39 0.08 2.69
C 5.41 1.15 3.17
C 0.53 0.44 1.16
O 0.64 -0.64 1.71
C -0.09 0.56 -0.23
C 0.98 0.41 -1.31
C 0.34 0.61 -2.67
C -0.94 -0.18 -2.88
O -1.41 -0.32 -4.00
N -1.56 -0.69 -1.79
C -2.78 -1.45 -1.99
C -4.03 -0.57 -1.85
C -5.26 -1.38 -2.10
C -5.68 -1.63 -3.40
C -6.80 -2.41 -3.64
C -7.51 -2.96 -2.58
C -7.09 -2.72 -1.29
C -5.98 -1.94 -1.05
C -1.09 -0.58 -0.43
H 1.23 2.96 0.15
H -0.26 3.17 1.10
H 1.30 3.63 1.79
H 0.95 2.21 3.70
H 1.38 0.50 3.42
H 3.21 2.14 4.21
H 3.21 2.79 2.58
H 3.69 -0.14 3.24
H 3.02 0.16 0.91
H 4.19 1.48 0.71
H 5.13 -0.61 -0.21
H 4.80 -1.45 1.32
H 7.42 0.36 2.92
H 6.16 -0.87 3.19
H 5.48 1.24 4.25
H 5.69 2.11 2.72
H -0.60 1.51 -0.36
H 1.79 1.13 -1.17
H 1.41 -0.60 -1.24
H 0.08 1.67 -2.81
H 1.02 0.34 -3.47
H -2.80 -2.26 -1.26
H -2.75 -1.87 -2.99
H -4.06 -0.13 -0.85
H -3.95 0.24 -2.58
H -5.13 -1.21 -4.23
H -7.12 -2.59 -4.66
H -8.38 -3.56 -2.77
H -7.64 -3.14 -0.46
H -5.66 -1.76 -0.03
H -1.96 -0.42 0.22
H -0.62 -1.52 -0.12
```

- Relative energy (zero: lowest compared OMol25 entry of this formula, charge and spin): 0.432 eV
- LUMO energy: 0.49 eV
- Total energy: -32457.3218 eV
- Charge: 0
- M: 372.51 g mol⁻¹

---

Entry 8:
# C4H12N2

A cluster of 2 separate species, C4H12N2 in total in a non-equilibrium geometry (the ωB97M-V functional and the def2-TZVPD basis, the Open Molecules 2025 dataset).

Structure (XYZ):
```
18
C4H12N2 the ωB97M-V functional and the def2-TZVPD basis
C 0.91 3.66 1.55
C 0.60 2.38 1.69
N 0.52 1.47 0.64
H 1.20 4.07 0.58
H 0.93 4.46 2.29
H 0.21 2.05 2.65
H 0.72 1.95 -0.21
H 0.99 0.59 0.71
C -1.59 -1.63 -0.74
N -0.56 -2.64 -0.73
C 0.28 -2.62 -1.92
H -1.15 -0.63 -0.72
H -2.25 -1.66 -1.62
H -2.21 -1.80 0.14
H -0.84 -3.56 -0.48
H 0.89 -3.52 -2.03
H 1.04 -1.83 -1.80
H -0.30 -2.40 -2.82
```

- Relative energy (zero: lowest compared OMol25 entry of this formula, charge and spin): 1.584 eV
- LUMO energy: 1.06 eV
- Total energy: -7321.4445 eV
- Charge: 0
- M: 88.15 g mol⁻¹